Entry 1:
20
Properties=species:S:1:pos:R:3:forces:R:3:nbo_charge:R:1 method="wB97M-V/def2-TZVPD" e_above_lowest_ev=2.135 homo_lumo_gap_ev=10.29 homo_energy_ev=-9.1 smiles=CCC(C)CC
C 2.60138 0.07605 -0.32269 0.0 0.1 0.1 -0.62
C 1.29870 -0.66596 -0.02268 0.0 -0.2 1.8 -0.49
C -0.04541 0.04865 0.20452 -1.0 0.7 1.7 -0.14
C -0.07482 1.49269 -0.20551 -0.2 0.3 -0.1 -0.62
C -1.21076 -0.83260 -0.19903 -0.1 0.1 0.0 -0.40
C -2.50618 -0.32077 0.40606 -0.2 0.0 0.0 -0.61
H 2.84752 0.70548 0.53890 0.1 0.1 -0.2 0.20
H 3.42025 -0.64638 -0.42808 -0.2 0.1 0.1 0.22
H 2.63076 0.71861 -1.21424 -0.3 -0.2 0.1 0.20
H 1.25308 -1.69877 -0.39256 -0.3 0.5 -0.2 0.21
H 1.10385 -0.66082 1.06321 3.1 -2.1 0.0 0.26
H -0.15092 0.12560 1.45497 -0.4 0.1 -2.8 0.13
H -0.92034 1.94376 0.31194 0.0 0.4 -0.3 0.21
H 0.84068 1.99447 0.12917 -0.2 0.0 -0.1 0.21
H -0.16838 1.62958 -1.28702 0.0 0.0 0.0 0.20
H -1.00447 -1.85523 0.15538 -0.1 0.3 0.0 0.20
H -1.28581 -0.90158 -1.29423 0.1 0.1 0.1 0.20
H -2.79540 0.64101 -0.03059 0.0 -0.1 0.1 0.20
H -3.32070 -1.02677 0.24084 -0.1 0.1 0.0 0.21
H -2.37841 -0.17611 1.48693 -0.1 0.0 -0.2 0.20

=====

Entry 2:
20
Properties=species:S:1:pos:R:3:forces:R:3:nbo_charge:R:1 method="wB97M-V/def2-TZVPD" e_above_lowest_ev=6.232 homo_lumo_gap_ev=7.81 homo_energy_ev=-6.7
C 2.11143 -0.02043 -0.25363 0.0 0.0 -0.1 -0.63
C 0.81784 -0.55022 0.34127 0.1 0.0 0.2 -0.37
C -1.13874 0.21279 -0.14090 -0.1 0.2 0.2 0.07
C -0.14121 -1.08724 -1.11770 0.0 -0.2 -0.3 -0.58
C -1.74016 -0.21491 1.16000 0.0 -0.1 0.0 -0.71
C -0.67243 1.63037 -0.19361 0.0 0.0 -0.1 -0.72
H 1.97686 0.99332 -0.64683 0.0 -0.1 0.1 0.21
H 2.49000 -0.65345 -1.06395 -0.1 0.1 0.1 0.20
H 2.87993 0.03046 0.52556 -0.1 0.0 -0.1 0.22
H 0.92177 -1.55508 0.75985 0.0 0.1 -0.1 0.22
H 0.55039 0.09367 1.17571 0.0 0.0 -0.1 0.21
H 0.75358 -1.73232 -1.28856 -0.1 0.1 0.1 0.18
H -0.96589 -1.79541 -1.05187 0.1 0.1 0.0 0.23
H -0.20593 -0.48777 -2.02552 0.0 -0.1 0.1 0.22
H -1.87595 -1.30088 1.22056 0.0 0.1 0.0 0.22
H -2.74498 0.23153 1.17488 0.2 -0.1 0.0 0.24
H -1.22354 0.11906 2.08441 0.0 0.0 -0.1 0.16
H -0.13766 1.86672 -1.12043 -0.1 0.0 0.1 0.21
H -0.06153 1.98943 0.66233 -0.1 -0.1 -0.1 0.16
H -1.59379 2.23037 -0.20156 0.1 -0.1 0.0 0.25